Density functional theory data (wB97M-V/def2-TZVPD) for a cluster of 12 separate species, C39H66N7O5S4 in total.

Calculated values
HOMO   -5.4 eV
2S+1   1
Total charge   -1
Energy above the lowest of the compared OMol25 structures with the same formula, charge and spin   508.5 kJ/mol

```
121
C39H66N7O5S4 (wB97M-V/def2-TZVPD)
C 1.53575 0.62760 1.25034
C 0.49529 -0.28533 0.63439
C 0.52462 -0.05961 -0.89546
O 0.52089 -1.62610 1.06697
H 2.48445 0.55211 0.71895
H 1.47939 0.63444 2.33886
H 1.18216 1.64553 1.08639
H -0.41410 0.26642 0.87249
H 0.07955 0.91946 -1.07278
H 0.01886 -0.83334 -1.47308
H 1.50697 -0.26086 -1.32275
C 1.76006 -3.17922 -2.04808
S 2.87665 -4.59119 -1.64146
O 4.23276 -4.28607 -2.27175
C 3.08499 -4.17414 0.15288
H 1.50326 -3.33677 -3.09561
H 2.22451 -2.20412 -1.90116
H 0.87444 -3.19014 -1.41273
H 3.87390 -4.86486 0.45062
H 2.11773 -4.47834 0.55284
H 3.22903 -3.09506 0.20704
C 5.35100 1.25731 -0.50718
S 5.80787 0.24902 -1.99945
O 7.29524 0.12705 -1.97159
C 5.16336 -1.32968 -1.38637
H 4.27870 1.26026 -0.31162
H 5.71863 2.28264 -0.54757
H 5.95909 0.87896 0.31451
H 5.75802 -2.20567 -1.64544
H 4.24087 -1.52091 -1.93459
H 5.10856 -1.34145 -0.29781
C -1.93615 1.13306 6.49920
S -0.45841 2.24052 6.31604
O 0.61820 1.86009 7.27760
C 0.08122 1.94665 4.54163
H -2.73958 1.21829 5.76754
H -2.39139 1.25875 7.48158
H -1.54085 0.12187 6.40262
H -0.69412 2.26180 3.84332
H 0.10511 0.86263 4.43005
H 0.92222 2.50215 4.12661
C -2.93358 1.94665 -5.42053
S -1.87577 0.53615 -4.92910
O -0.80129 0.26456 -6.00654
C -1.00983 1.42084 -3.57545
H -3.23301 1.66134 -6.42901
H -2.32685 2.82201 -5.65231
H -3.75150 2.19106 -4.74276
H -1.71069 1.65649 -2.77460
H -0.59668 2.39399 -3.84076
H -0.25091 0.75898 -3.15821
N -4.51361 4.39463 2.64988
C -5.10708 3.33381 3.25773
C -4.24563 2.25040 3.24011
C -3.26091 2.69163 2.34503
C -3.56210 3.93627 1.89763
H -4.78750 5.36486 2.71114
H -6.02125 3.44579 3.82178
H -4.16990 1.29388 3.73583
H -2.37986 2.18668 1.97733
H -3.03120 4.58105 1.21295
N 1.88988 -0.09563 -5.73808
C 2.87736 0.07359 -4.72458
C 4.11504 -0.00990 -5.38430
C 4.01977 -0.41294 -6.70265
C 2.63979 -0.38528 -6.87339
H 0.89865 0.09797 -5.72916
H 2.67126 0.34672 -3.70022
H 4.99996 0.30669 -4.85225
H 4.86076 -0.60643 -7.35203
H 2.11785 -0.65574 -7.77938
N -1.54864 -3.36983 0.13717
C -2.21727 -4.16747 0.89466
C -3.21824 -4.86490 0.19133
C -2.95971 -4.58975 -1.11814
C -1.94237 -3.65875 -1.15953
H -0.73103 -2.78413 0.22977
H -1.92381 -4.15678 1.93397
H -4.01017 -5.50470 0.55173
H -3.49719 -4.89219 -2.00473
H -1.54971 -3.05205 -1.96210
N -1.09909 6.24175 -1.22328
C -2.44918 6.00486 -1.46488
C -2.64804 4.63278 -1.36313
C -1.40401 4.04333 -1.10867
C -0.39815 5.04757 -1.02925
H -0.63296 7.13371 -1.30839
H -3.18638 6.77429 -1.64065
H -3.58188 4.16628 -1.64012
H -1.17771 3.01065 -0.88782
H 0.66902 4.95036 -0.89472
N -4.79924 1.09301 -2.14143
C -4.67230 0.02193 -2.91412
C -3.61868 -0.74530 -2.39884
C -3.23499 -0.18168 -1.16046
C -3.87141 1.06249 -1.12089
H -5.47300 1.84486 -2.17084
H -5.24354 -0.03497 -3.82892
H -3.24364 -1.67204 -2.80738
H -2.40886 -0.55841 -0.57568
H -3.94164 1.87073 -0.40799
N -0.75977 -2.48313 3.71205
C -0.91264 -3.32440 4.79749
C -2.11248 -3.09927 5.44697
C -2.81695 -2.14703 4.62957
C -1.97548 -1.87064 3.54684
H -0.06670 -2.54110 2.97967
H -0.13878 -4.06315 4.94503
H -2.41771 -3.71368 6.28108
H -3.80810 -1.73253 4.74003
H -2.17213 -1.30820 2.64606
N 3.45798 -1.43448 2.37207
C 4.50871 -0.53641 2.28895
C 5.53272 -1.01196 3.16914
C 4.93586 -2.07192 3.91356
C 3.74449 -2.33443 3.34215
H 2.54853 -1.38365 1.93571
H 4.46220 0.38015 1.71961
H 6.44045 -0.45548 3.35010
H 5.27021 -2.62979 4.77576
H 2.93342 -2.93838 3.72137
```